DFT (ωB97M-V with the def2-TZVPD basis set) results for a structure of composition C30H51BrN4O5S3SiTi.

```
96
Properties=species:S:1:pos:R:3:forces:R:3
Ti -1.091344 1.495449 -2.204397 0.12 0.05 0.08
N 0.463508 -0.007534 -1.808339 0.01 0.07 0.02
C 1.493503 -0.023695 -2.851941 0.00 0.00 0.00
C 0.895906 0.416614 -4.167088 0.00 0.00 0.04
O 1.423394 0.168890 -5.247365 0.02 0.00 -0.06
N -0.229664 1.134357 -3.991535 -0.07 -0.06 -0.03
C -0.880605 1.641244 -5.174091 0.00 0.01 0.02
C -2.125166 2.374437 -4.717887 0.06 -0.09 0.00
O -2.939675 2.846302 -5.471236 -0.05 0.06 -0.03
O -2.209987 2.421788 -3.396575 -0.06 0.01 0.00
H 0.955330 0.080412 -0.880874 -0.01 -0.01 -0.05
H -0.007003 -0.907663 -1.790268 -0.03 0.01 -0.01
H 1.973806 -0.995330 -2.960972 0.00 -0.01 0.00
H 2.257723 0.704064 -2.573358 0.01 -0.01 0.00
H -1.169097 0.842031 -5.863219 0.01 0.00 -0.01
H -0.242414 2.326759 -5.739534 0.01 0.02 0.01
C -6.112087 -1.737246 -0.357808 0.01 0.00 0.00
C -5.114911 -2.730132 -0.942214 -0.01 0.00 0.00
N -4.298288 -2.177586 -2.024685 -0.04 -0.02 0.01
C -4.684573 -2.485894 -3.396119 0.00 0.01 -0.01
C -5.668700 -1.482913 -3.985866 0.01 0.00 0.00
C -3.286339 -1.329272 -1.742957 0.03 0.02 -0.05
S -2.398576 -0.642220 -3.036303 -0.02 -0.04 0.07
N -3.076665 -1.165449 -0.421795 -0.03 0.01 -0.03
C -2.370974 -0.173323 0.080631 -0.09 0.04 -0.02
O -1.831119 0.782070 -0.550945 0.14 -0.06 -0.02
C -2.269128 -0.107436 1.561440 0.01 0.03 0.05
C -2.585683 -1.209152 2.352684 0.00 0.01 0.00
C -2.493781 -1.116545 3.730175 0.01 -0.01 0.00
C -2.106397 0.081798 4.319902 0.00 0.00 0.00
C -1.808041 1.183183 3.531837 0.01 0.01 0.01
C -1.878149 1.091430 2.150184 0.00 -0.03 -0.01
H -6.689523 -2.214732 0.436906 0.00 0.00 0.00
H -6.806798 -1.377046 -1.117119 0.00 0.00 0.00
H -5.587287 -0.882911 0.065949 0.00 0.00 0.00
H -5.639853 -3.592224 -1.357567 0.00 -0.01 0.00
H -4.450005 -3.084172 -0.156264 0.00 0.00 0.00
H -5.117149 -3.488413 -3.389546 -0.01 -0.01 0.00
H -3.783606 -2.519229 -4.005390 0.00 0.00 0.00
H -6.611732 -1.481653 -3.437623 0.00 0.00 0.00
H -5.879563 -1.733331 -5.027425 0.00 0.00 0.00
H -5.243999 -0.479854 -3.955737 0.00 0.00 0.00
H -2.885161 -2.131448 1.873336 0.00 0.00 0.00
H -2.714645 -1.979787 4.346177 0.00 0.00 0.00
H -2.033404 0.153327 5.398733 0.00 0.00 0.00
H -1.507975 2.117786 3.987563 0.00 0.00 0.00
H -1.657057 1.943515 1.519377 -0.01 0.00 0.00
C 3.227047 -2.984260 2.526608 0.00 0.02 0.01
C 2.179659 -2.156029 1.775077 -0.06 -0.04 -0.01
C 1.046603 -1.851151 2.761781 0.00 -0.01 0.02
C 1.537130 -3.058073 0.706611 0.02 0.01 0.00
Si 2.736116 -0.455303 0.874300 0.03 -0.03 -0.02
Br 0.601381 3.063624 -1.476580 -0.01 0.09 0.06
C 3.024737 0.857076 2.343669 -0.03 0.05 0.01
C 1.654211 1.444864 2.708919 -0.03 0.03 -0.01
C 3.693996 0.383096 3.637933 0.01 -0.01 0.01
C 3.836946 2.041789 1.805036 0.01 -0.01 0.00
C 4.563171 -0.838592 0.139650 0.04 -0.02 -0.03
C 5.726072 -1.011267 1.122828 0.01 0.01 -0.01
C 4.492524 -2.106944 -0.720328 -0.02 -0.01 0.00
C 4.953132 0.281257 -0.838317 -0.02 -0.02 0.00
H 2.749446 -3.857330 3.001366 0.01 0.01 0.00
H 3.712464 -2.406644 3.316034 0.00 0.00 0.00
H 4.010360 -3.366126 1.869785 -0.01 0.00 -0.01
H 0.575448 -2.790401 3.091696 -0.01 0.01 0.00
H 0.267713 -1.239680 2.299825 -0.01 0.01 0.00
H 1.390605 -1.330446 3.656613 0.00 -0.02 -0.02
H 1.172145 -3.989954 1.166241 -0.01 0.01 0.00
H 2.222612 -3.330342 -0.096834 0.00 0.00 0.01
H 0.680081 -2.554533 0.249259 0.01 -0.01 0.00
H 0.977697 0.711769 3.144366 0.01 0.00 0.01
H 1.160579 1.860226 1.825599 0.01 0.00 0.01
H 1.776184 2.257668 3.442258 0.00 0.00 -0.01
H 3.112014 -0.388460 4.145271 0.01 0.02 0.00
H 3.793541 1.225647 4.341451 0.00 -0.01 -0.01
H 4.693698 -0.019540 3.466996 0.02 -0.01 -0.01
H 3.422153 2.409777 0.862071 0.01 0.00 0.00
H 4.886534 1.791519 1.644188 0.02 -0.01 0.00
H 3.807023 2.870329 2.528373 -0.01 0.00 -0.01
H 5.546580 -1.805518 1.848742 0.00 0.00 0.00
H 5.924563 -0.093562 1.678900 0.00 0.01 0.00
H 6.650593 -1.263528 0.577034 -0.01 0.00 0.01
H 4.337248 -3.011319 -0.131273 0.01 0.00 0.01
H 5.433271 -2.235573 -1.277056 -0.01 0.00 0.00
H 3.682191 -2.041204 -1.452764 0.00 -0.01 0.00
H 5.113731 1.239423 -0.347827 -0.01 0.02 0.02
H 4.178850 0.427735 -1.593298 0.01 0.00 0.00
H 5.885325 0.014789 -1.360347 0.00 0.00 0.01
C -0.953179 6.548935 0.454630 0.00 0.00 0.01
O -1.458851 5.332304 -0.062286 0.00 0.01 -0.03
C -2.719290 4.945472 0.235735 -0.01 0.01 0.05
S -3.703884 5.911638 1.206205 0.01 0.00 0.01
S -3.139353 3.460542 -0.445088 -0.03 -0.08 -0.08
H 0.064485 6.615094 0.070675 0.00 0.00 0.00
H -0.952203 6.543210 1.545557 0.00 0.00 0.00
H -1.550132 7.398711 0.119875 0.00 0.00 0.00
```
Positions in Å, forces in eV/Å.

- energy (eV) = -181684.3812
- HOMO level (eV) = -1.23
- total charge = -2

Atomic partial charges in e from the Löwdin method, atoms 1 to 2: 0.613, -0.112

DFT (ωB97M-V with the def2-TZVPD basis set) results for a structure of composition C30H51N3O2P2V in a non-equilibrium geometry.

```
89
Properties=species:S:1:pos:R:3:forces:R:3
V 0.105970 -0.489203 -0.155819 -0.95 3.16 0.76
C -1.473407 -1.231191 -0.906180 -8.43 -4.16 -4.23
O -2.455084 -1.681885 -1.384103 5.56 2.58 2.76
C 1.833588 -0.233273 0.566395 9.48 1.96 4.27
O 2.866982 0.053800 1.061816 -5.91 -1.73 -2.80
P -0.310238 -1.895521 1.842671 -0.52 -1.99 2.28
C 0.196190 -3.685452 1.900348 0.32 -0.25 -0.68
H -0.096557 -4.017976 2.909160 -0.01 0.42 -0.27
C 0.578985 -1.250653 3.365937 0.50 0.78 -0.48
H 1.627097 -1.244642 3.015661 -0.24 -0.03 0.23
C -2.141431 -2.065634 2.199324 -0.30 0.46 -0.75
H -2.490473 -2.627298 1.314010 0.07 0.14 0.25
C -0.352869 0.278067 -3.805344 -0.76 0.03 0.42
P 0.910504 -0.329857 -2.564813 0.67 -0.56 -2.03
H 2.176274 -1.926494 -3.739199 -0.19 -0.22 0.23
H -1.037369 -0.585434 -3.861557 0.18 0.26 -0.05
C 2.488012 0.626872 -2.913811 0.30 0.39 0.53
H 2.501762 0.630281 -4.015822 -0.20 -0.19 0.23
C 0.181009 0.184727 3.689398 0.08 0.50 0.26
H 0.916718 0.608043 4.390278 -0.29 -0.12 -0.15
H -0.805798 0.243218 4.171878 0.33 -0.09 -0.09
H 0.167244 0.830873 2.805467 0.16 -0.14 0.30
C 0.505304 -2.099649 4.639275 -0.17 -0.43 0.08
H -0.499128 -2.097579 5.078234 0.37 -0.02 -0.13
H 1.180693 -1.650439 5.382025 -0.12 -0.05 -0.28
H 0.832106 -3.134275 4.494732 -0.06 0.24 0.10
C -2.528799 -2.858344 3.453067 0.16 -0.23 0.28
H -2.051899 -3.841994 3.521730 -0.12 0.24 0.03
H -3.614577 -3.035916 3.422950 0.29 0.10 -0.12
H -2.326931 -2.293009 4.371701 -0.09 -0.18 -0.31
C -2.856076 -0.719673 2.213310 -0.50 0.23 0.05
H -3.941282 -0.901558 2.210134 0.31 0.14 0.06
H -2.633959 -0.100068 1.338673 -0.11 -0.12 -0.01
H -2.619799 -0.135280 3.113836 -0.11 -0.24 -0.21
C -0.575358 -4.538100 0.891695 -0.17 -0.07 -0.08
H -1.647960 -4.584901 1.117793 0.27 -0.06 -0.09
H -0.185618 -5.564439 0.926093 -0.15 0.26 -0.04
H -0.452503 -4.173353 -0.137324 -0.01 -0.16 0.10
C 1.709414 -3.862776 1.766657 0.17 0.00 0.04
H 2.084320 -3.474810 0.808832 -0.01 -0.17 0.20
H 1.938334 -4.937423 1.804723 0.02 0.33 -0.02
H 2.261297 -3.378915 2.582107 -0.07 -0.14 -0.20
C 0.245243 0.549623 -5.190240 0.42 -0.10 -0.11
H 0.822107 -0.295592 -5.582272 -0.04 0.19 0.02
H 0.879547 1.447267 -5.174279 -0.17 -0.25 -0.08
H -0.575874 0.743713 -5.896309 0.18 -0.11 0.27
C -1.179073 1.491508 -3.378231 -0.30 0.22 0.00
H -0.571166 2.402171 -3.277326 -0.13 -0.24 -0.11
C 1.738563 -2.818919 -1.797546 0.49 0.28 -0.34
H -1.735217 1.340443 -2.445906 0.03 -0.04 -0.12
H -1.930643 1.683929 -4.159321 0.27 -0.02 0.24
C 0.183096 -2.753370 -3.817555 -0.02 -0.06 0.01
H 0.959105 -2.752523 -1.006949 -0.12 -0.10 0.04
H 1.867469 -3.880589 -2.046482 -0.09 0.18 0.38
H 2.688598 -2.439299 -1.392359 -0.26 -0.17 -0.02
C 1.317479 -2.056496 -3.059425 -0.10 0.15 -0.08
H 0.490495 -3.790854 -3.997614 -0.15 0.19 0.00
H -0.012038 -2.289631 -4.793206 0.03 -0.20 0.30
H -0.752010 -2.769645 -3.236756 0.21 -0.13 -0.20
C 3.754392 -0.073343 -2.408298 -0.05 -0.19 0.00
H 3.737456 -0.190631 -1.315716 0.18 0.01 -0.31
H 4.617921 0.558514 -2.661007 -0.23 -0.22 0.09
H 3.913748 -1.047626 -2.881805 0.05 0.18 0.18
C 2.503713 2.084058 -2.436949 0.02 0.25 -0.01
H 2.470139 2.161666 -1.340801 0.10 -0.01 -0.19
H 1.710664 2.712801 -2.864148 0.12 -0.20 0.04
H 3.464258 2.526186 -2.743224 -0.35 -0.08 0.06
H 1.352687 -6.068082 -1.902227 -0.08 -0.16 0.27
H 1.172215 -6.311082 -1.214797 0.09 0.10 -0.29
N -1.066413 9.897666 1.757643 -0.26 -2.02 -0.13
C -1.220409 8.739376 1.684627 0.18 1.58 0.18
C -1.405837 7.323228 1.576962 0.32 0.64 0.07
C -0.724817 6.460307 2.448454 -0.11 -1.08 0.48
C -0.868835 5.077236 2.307655 0.25 0.73 0.35
C -1.587354 4.614834 1.198119 -0.09 -0.10 -0.65
C -2.339207 5.453612 0.373536 0.14 0.80 -0.31
C -2.242725 6.824849 0.567239 -0.80 -0.77 -0.56
N -1.278542 3.323663 0.675237 1.30 -1.35 0.70
C -0.503183 3.149539 -0.477772 -0.22 -0.20 -0.44
C -0.094007 1.858154 -0.471901 -0.24 0.73 -0.66
N -0.589750 1.205154 0.646580 -0.18 -0.58 -0.31
C -1.267158 2.131225 1.337165 -0.69 0.19 0.39
H -0.082521 6.858594 3.231153 -0.18 -0.03 -0.14
H -0.361757 4.377630 2.972224 0.05 0.28 -0.19
H -2.963216 5.021685 -0.411618 0.23 0.27 0.13
H -2.810005 7.498588 -0.075776 0.18 -0.08 0.26
H -0.315503 3.937805 -1.199016 -0.07 -0.04 0.31
H 0.466951 1.316969 -1.255284 -0.07 0.57 0.38
H -1.843270 1.956825 2.249581 0.42 0.10 -0.35
```
Positions in Å, forces in eV/Å.

- energy (eV) = -84721.0368
- HOMO level (spin up / spin down) (eV) = -19.53 / -19.24
- total charge = +4
- 2S+1 = 2

Atomic partial charges in e from the Löwdin method, atoms 1 to 2: 0.500, -0.082

- Look up the total charge of the second one.
  +4

- Which value of energy does entry 2 give?
  -84721.0368 eV

- Which formula does entry 1 have?
  C30H51BrN4O5S3SiTi

- Which of these has the lowest total charge?
  C30H51BrN4O5S3SiTi